Computed, not measured: C15H31AlBr2CaClFMgN3O11S2 as an isolated structure, with ωB97M-V/def2-TZVPD.

Atoms and positions in Å:
C1 -2.037 0.690 -2.254
O1 -0.963 -0.270 -2.217
C2 0.055 0.089 -3.164
C3 0.895 1.291 -2.731
C4 1.446 1.286 -1.279
C5 2.989 1.172 -1.233
C6 3.610 -0.160 -0.876
C7 3.249 -0.700 0.500
S1 1.971 -1.950 0.388
O2 2.550 -3.139 0.928
O3 1.738 -2.119 -1.030
N1 0.581 -1.518 1.073
S2 0.815 -0.630 2.377
O4 0.813 0.773 1.985
O5 1.926 -0.994 3.197
C8 -0.730 -0.819 3.314
C9 -1.114 0.485 3.989
N2 -1.483 1.519 3.370
H1 -1.694 1.711 -2.214
H2 -2.677 0.518 -3.139
H3 -2.640 0.490 -1.390
H4 -0.450 0.359 -4.104
H5 0.687 -0.777 -3.341
H6 0.225 2.139 -2.815
H7 1.702 1.486 -3.426
H8 1.232 2.277 -0.902
H9 0.909 0.600 -0.637
H10 3.431 1.417 -2.197
H11 3.311 1.856 -0.457
H12 3.482 -0.913 -1.660
H13 4.699 0.071 -0.824
H14 4.125 -1.190 0.899
H15 3.041 0.131 1.160
H16 -0.622 -1.635 4.012
H17 -1.507 -1.089 2.608
H18 -1.085 0.550 5.066
H19 -1.469 1.309 2.369
Ca1 4.539 1.854 -3.743
O6 -3.664 -0.648 2.829
Cl1 -4.470 0.092 1.919
O7 -3.833 0.158 0.654
O8 -4.681 1.382 2.446
O9 -5.859 -0.602 1.764
Al1 5.817 -1.054 -2.149
O10 -6.324 1.879 0.101
H20 -6.315 2.848 0.044
Br1 -1.782 3.501 3.683
N3 1.055 4.238 5.460
C10 1.266 5.590 5.405
C11 2.488 5.847 5.963
C12 3.040 4.601 6.367
C13 2.135 3.629 6.041
H21 0.235 3.768 5.124
H22 0.531 6.249 4.976
H23 2.938 6.819 6.069
H24 3.993 4.439 6.841
H25 2.164 2.561 6.173
F1 -1.050 -3.044 -1.581
Mg1 -1.970 -1.817 -3.408
Br2 -6.700 -0.597 0.042
C14 -1.757 -6.811 -5.637
C15 -1.721 -5.460 -6.327
O11 -0.775 -5.443 -7.388
H26 -0.773 -7.063 -5.245
H27 -2.474 -6.815 -4.815
H28 -2.035 -7.594 -6.344
H29 -1.420 -4.680 -5.624
H30 -2.709 -5.205 -6.729
H31 -1.032 -6.118 -8.022

Calculated values
Charge: +1
Molar mass in g mol⁻¹: 799.18
Total energy in hartree: -9205.5266
HOMO in eV: -8.5

natural (NBO) atomic charge list, values in e, 6 entries:
1 C -0.294
2 O -0.584
3 C -0.111
4 C -0.409
5 C -0.434
6 C -0.337